(1)
Entry from the Open Molecules 2025 dataset: a cluster of 10 separate species, C30H70N10O10 in total at a distorted geometry (ωB97M-V/def2-TZVPD).

XYZ file:
```
120
Properties=species:S:1:pos:R:3:mulliken_charge:R:1
C -3.749 1.365 2.166 -0.144
O -3.599 2.133 1.255 -0.564
N -3.867 1.575 3.515 0.256
C -3.792 2.900 4.048 -0.852
C -4.171 0.535 4.439 -0.652
H -3.777 0.304 2.000 0.420
H -4.677 3.481 3.708 0.291
H -2.877 3.373 3.659 0.044
H -3.685 2.813 5.108 0.448
H -3.954 -0.373 3.886 0.093
H -3.482 0.632 5.296 0.281
H -5.199 0.410 4.750 0.310
C -0.729 2.769 -5.032 0.233
O -1.273 2.662 -3.944 -0.639
N -1.108 3.566 -6.060 0.112
C -0.317 3.722 -7.218 -0.860
C -2.182 4.540 -5.907 -0.912
H 0.044 2.030 -5.273 0.291
H 0.452 2.929 -7.322 0.282
H 0.188 4.701 -7.256 0.311
H -0.866 3.643 -8.158 0.305
H -2.918 4.376 -6.699 0.319
H -2.562 4.294 -4.926 0.244
H -1.834 5.580 -5.926 0.308
C -0.623 1.656 5.185 0.488
O -1.444 2.256 5.818 -0.630
N 0.663 1.969 5.093 0.079
C 1.109 3.150 5.707 -1.175
C 1.577 1.319 4.132 -1.139
H -0.891 0.789 4.514 0.102
H 1.850 2.982 6.460 0.323
H 0.266 3.634 6.109 0.411
H 1.538 3.854 4.994 0.341
H 1.516 1.774 3.142 0.378
H 2.545 1.350 4.491 0.437
H 1.295 0.268 4.017 0.330
C 3.903 1.191 1.163 0.021
O 2.688 1.070 1.376 -0.379
N 4.482 2.352 0.893 0.267
C 3.740 3.631 1.101 -0.734
C 5.924 2.444 0.601 -0.877
H 4.593 0.351 1.275 0.313
H 4.329 4.293 1.730 0.347
H 2.740 3.411 1.437 0.061
H 3.635 4.171 0.123 0.283
H 6.352 1.417 0.580 0.296
H 6.162 2.908 -0.359 0.302
H 6.429 3.098 1.369 0.286
C -0.454 4.612 1.270 -0.048
O 0.724 4.241 1.066 -0.595
N -1.478 4.362 0.417 0.309
C -2.803 4.778 0.779 -0.979
C -1.274 3.574 -0.751 -1.040
H -0.739 5.205 2.180 0.350
H -3.632 4.184 0.388 0.373
H -3.068 5.775 0.379 0.266
H -2.850 4.775 1.838 0.331
H -1.548 2.561 -0.476 0.233
H -1.857 3.947 -1.563 0.491
H -0.198 3.613 -0.947 0.302
C -0.984 -0.227 1.109 -0.265
O -1.858 -0.923 1.551 -0.635
N -0.662 -0.187 -0.229 0.690
C -1.260 -1.069 -1.143 -1.130
C 0.485 0.590 -0.732 -0.456
H -0.387 0.380 1.785 0.660
H -1.735 -0.533 -1.978 0.306
H -2.105 -1.552 -0.641 0.212
H -0.505 -1.696 -1.595 0.274
H 1.396 0.052 -1.034 0.081
H 0.234 1.247 -1.596 0.003
H 0.761 1.268 0.044 0.275
C -1.445 -2.648 -4.141 0.095
O -0.305 -2.932 -3.749 -0.605
N -2.591 -3.010 -3.529 0.257
C -3.853 -2.673 -4.146 -1.014
C -2.620 -3.760 -2.270 -1.041
H -1.590 -2.060 -5.094 0.267
H -4.331 -1.900 -3.580 0.348
H -4.432 -3.575 -4.254 0.333
H -3.735 -2.275 -5.174 0.340
H -1.638 -3.904 -1.889 0.171
H -3.147 -3.139 -1.575 0.424
H -3.083 -4.756 -2.335 0.450
C 6.000 -1.447 -1.412 0.045
O 6.050 -0.276 -1.418 -0.483
N 5.027 -2.223 -2.108 0.295
C 5.310 -3.629 -2.402 -1.105
C 4.103 -1.605 -3.038 -0.854
H 6.727 -2.056 -0.780 0.312
H 5.709 -4.120 -1.513 0.408
H 5.963 -3.977 -3.192 0.336
H 4.323 -4.107 -2.489 0.352
H 4.433 -1.894 -4.060 0.299
H 3.121 -2.048 -2.799 0.147
H 4.137 -0.548 -2.921 0.340
C 1.745 -4.512 1.779 0.133
O 2.077 -5.695 1.648 -0.633
N 1.927 -3.529 0.818 0.254
C 1.756 -2.141 1.074 -0.209
C 2.376 -3.896 -0.490 -0.807
H 1.337 -4.023 2.662 0.351
H 2.615 -1.519 1.191 0.336
H 1.148 -2.099 1.963 0.064
H 1.212 -1.714 0.237 -0.454
H 3.465 -3.637 -0.574 0.374
H 2.225 -4.946 -0.550 0.354
H 1.811 -3.325 -1.227 0.026
C -2.638 -6.254 2.841 0.018
O -3.410 -6.044 3.778 -0.592
N -2.557 -5.408 1.751 0.145
C -1.505 -5.437 0.762 -0.441
C -3.472 -4.267 1.699 -0.845
H -2.021 -7.125 2.812 0.392
H -0.747 -6.158 1.037 0.427
H -1.092 -4.423 0.781 -0.006
H -1.900 -5.647 -0.256 0.086
H -3.216 -3.669 0.813 0.100
H -4.530 -4.592 1.556 0.321
H -3.390 -3.655 2.580 0.426
```

Summary:
lowest unoccupied orbital energy: 0.42 eV
ΔE to the lowest compared entry with this formula, charge and spin: 177.3 kcal/mol
total charge: 0
Kohn-Sham gap: 9.111 eV
highest occupied orbital energy: -8.69 eV
E: -2484.989714 Ha

---

(2)
Entry from the Open Molecules 2025 dataset: a structure of composition C5H7NO (ωB97M-V/def2-TZVPD).

XYZ file:
```
14
Properties=species:S:1:pos:R:3:mulliken_charge:R:1
O -1.078 -1.549 -0.734 -0.561
C -1.032 -0.581 0.290 -0.045
C 0.245 -0.533 1.075 -0.466
C 1.225 0.193 0.189 -0.050
C 0.510 0.761 -1.037 -0.683
C -0.654 0.884 -0.068 -0.107
N 0.328 0.937 1.115 -0.657
H -0.261 -2.057 -0.656 0.345
H -1.951 -0.642 0.880 0.360
H 0.502 -1.108 1.962 0.420
H 2.298 0.105 0.335 0.407
H 0.359 0.174 -1.947 0.261
H 0.920 1.748 -1.276 0.304
H -1.410 1.666 -0.129 0.470
```

Summary:
lowest unoccupied orbital energy: 0.92 eV
ΔE to the lowest compared entry with this formula, charge and spin: 70.9 kcal/mol
total charge: 0
Kohn-Sham gap: 10.627 eV
highest occupied orbital energy: -9.70 eV
E: -324.611415 Ha

---

(3)
Entry from the Open Molecules 2025 dataset: the ion C4H6NO with charge +1 at a distorted geometry (ωB97M-V/def2-TZVPD).

XYZ file:
```
12
Properties=species:S:1:pos:R:3:mulliken_charge:R:1
C -0.361 0.850 -1.043 -0.259
C 0.728 0.261 -1.586 -0.103
C 0.330 -0.218 1.165 -0.314
C 0.414 -1.212 0.105 0.069
N -0.732 0.059 0.156 -0.105
O 1.030 -0.962 -1.044 -0.283
H -0.666 1.814 -1.469 0.381
H 1.356 0.605 -2.487 0.356
H 0.141 -0.434 2.201 0.348
H 1.192 0.525 1.160 0.235
H 0.139 -2.182 0.360 0.421
H -1.663 -0.137 0.310 0.253
```

Summary:
lowest unoccupied orbital energy: -3.59 eV
ΔE to the lowest compared entry with this formula, charge and spin: 47.4 kcal/mol
total charge: +1
Kohn-Sham gap: 11.225 eV
highest occupied orbital energy: -14.82 eV
E: -285.646675 Ha

---

(4)
Entry from the Open Molecules 2025 dataset: a structure of composition C18H21F6N6O5OsS2 at a distorted geometry (ωB97M-V/def2-TZVPD).

XYZ file:
```
59
Properties=species:S:1:pos:R:3:mulliken_spin:R:1
Os 0.426 -0.077 -0.148 0.917
F 0.922 -3.989 -2.807 0.000
C -0.304 -3.460 -2.787 -0.001
F -1.119 -4.228 -3.501 0.000
F -0.262 -2.253 -3.338 0.000
S -0.882 -3.379 -1.036 0.014
O 0.063 -2.523 -0.346 0.046
O -0.966 -4.741 -0.638 0.001
N -2.316 -2.731 -1.134 0.002
S -2.635 -1.208 -0.994 -0.003
O -3.518 -0.893 0.074 0.001
O -1.472 -0.326 -1.206 0.018
C -3.581 -0.887 -2.543 -0.001
F -2.911 -1.318 -3.610 0.000
F -4.759 -1.486 -2.490 0.000
F -3.762 0.432 -2.666 0.000
N 4.653 -3.234 0.432 0.000
C 4.230 -1.951 0.261 -0.004
C 2.856 -1.651 0.304 -0.039
N 2.428 -0.410 0.159 0.059
C 3.349 0.564 0.007 -0.008
C 4.686 0.243 -0.025 0.004
N 5.142 -1.005 0.079 -0.005
H 4.002 -3.990 0.312 0.000
H 5.620 -3.421 0.231 0.000
H 2.110 -2.420 0.456 0.006
H 2.990 1.577 -0.072 0.005
H 5.423 1.027 -0.150 0.000
C 1.741 2.197 2.328 0.004
C 0.973 0.971 2.733 0.004
C 0.856 0.580 4.042 0.004
C 0.077 -0.597 4.064 -0.001
C -0.238 -0.897 2.764 -0.001
C -1.114 -2.036 2.352 0.007
N 0.289 0.070 1.916 -0.033
H 2.701 2.221 2.849 0.000
H 1.202 3.109 2.600 -0.001
H 1.940 2.268 1.266 -0.003
H 1.280 1.102 4.886 0.000
H -0.247 -1.158 4.927 0.000
H -1.657 -2.377 3.234 0.000
H -0.567 -2.892 1.958 -0.002
H -1.861 -1.742 1.617 -0.001
O 1.095 -0.151 -2.183 0.013
N 1.005 0.952 -2.917 -0.002
C -0.179 1.337 -3.413 -0.012
C -0.264 2.471 -4.194 -0.001
C 0.877 3.204 -4.466 0.000
C 2.091 2.774 -3.950 0.000
C 2.131 1.638 -3.174 -0.004
H -1.011 0.708 -3.140 0.008
H -1.232 2.761 -4.575 0.000
H 0.825 4.097 -5.073 0.000
H 3.011 3.308 -4.140 0.000
H 3.019 1.217 -2.730 0.000
C 0.016 1.957 -0.250 -0.010
H -0.288 2.359 0.714 -0.004
H -0.856 2.032 -0.914 0.014
H 0.784 2.627 -0.660 0.011
```

Summary:
multiplicity: 2
lowest unoccupied orbital energy (alpha / beta): -0.76 / -0.81 eV
ΔE to the lowest compared entry with this formula, charge and spin: 25.0 kcal/mol
total charge: 0
expectation value of S²: 0.7545
Kohn-Sham gap (alpha / beta): 5.700 / 5.645 eV
highest occupied orbital energy (alpha / beta): -6.46 / -6.45 eV
E: -2889.357097 Ha